Record 1
This record from the OMol25 dataset describes a cluster of 2 separate species, C3H11N5O in total. The level of theory is the ωB97M-V functional and the def2-TZVPD basis.

The geometry in XYZ format:
```
20
Properties=species:S:1:pos:R:3:lowdin_charge:R:1
C 1.1867 0.1306 -1.3942 -0.0378
N 1.4180 0.3191 0.0205 -0.2494
C 1.2406 1.6402 0.5568 -0.0527
N 1.6618 -0.6270 0.8631 -0.0737
O 1.7251 -1.7862 0.4321 -0.1187
H 0.1196 0.2389 -1.6054 0.0705
H 1.5141 -0.8775 -1.6505 0.0796
H 1.7562 0.8651 -1.9612 0.0889
H 1.9119 2.3430 0.0608 0.0862
H 1.4634 1.6095 1.6210 0.0878
H 0.2065 1.9600 0.4060 0.0618
N -1.0829 -2.2780 -0.0788 0.0737
C -1.4026 -1.0705 0.4711 -0.3371
N -1.7852 -0.0895 -0.2398 -0.0818
N -2.0930 1.1122 0.3784 -0.0340
H -1.0171 -2.2534 -1.0869 0.0897
H -0.3059 -2.7559 0.3583 0.0668
H -1.3498 -1.0309 1.5667 0.1304
H -2.2828 1.0192 1.3796 0.0765
H -2.8846 1.5312 -0.0976 0.0733
```

Output
Largest force on an atom: 1.2 eV/A
SMILES: CN(C)N=O.N/C=N/N
Charge: 0
LUMO level: 1.066 eV
DFT total energy: -12784.3439 eV
Highest occupied orbital energy: -8.1 eV
Energy relative to the best compared isomer or geometry (same formula, charge and spin): 3.854 eV

***

Record 2
This record from the OMol25 dataset describes a structure of composition C3H11N6O10P2RuS. The level of theory is the ωB97M-V functional and the def2-TZVPD basis.

The geometry in XYZ format:
```
34
Properties=species:S:1:pos:R:3:lowdin_charge:R:1
Ru -0.7901 -0.1312 -0.3051 1.7292
O -0.1174 -2.0051 -3.5565 -0.1762
S 0.0547 -1.4141 -2.2945 0.4300
O 1.1560 -1.7269 -1.4235 -0.2865
O -1.2537 -1.6527 -1.3168 -0.4128
O -0.1326 0.1199 -2.2285 -0.4022
N -0.6162 3.9062 2.0643 0.1945
C -1.6045 3.3292 1.0712 -0.4824
C -2.6104 4.3932 0.6407 -0.0587
P -0.7603 2.6250 -0.3703 0.3341
O 0.1011 3.8300 -0.8978 -0.0663
O -1.7497 2.0012 -1.2821 -0.2731
O 0.1836 1.5137 0.2061 -0.4046
P -2.3464 1.8383 1.9684 0.3484
O -3.8445 2.2363 2.2796 -0.0768
O -2.3574 0.6758 0.9965 -0.3975
O -1.5309 1.7797 3.2050 -0.2796
H 0.2868 4.1485 1.6537 0.1612
H -0.5249 3.1708 2.8119 0.1268
H -1.0033 4.7483 2.4922 0.1711
H -2.1125 5.2343 0.1563 0.0955
H -3.1867 4.7468 1.4966 0.0952
H -3.3077 3.9591 -0.0742 0.0990
H 0.4740 3.7459 -1.7874 0.1261
H -4.4928 1.8462 1.6787 0.1095
N 0.7633 -4.2106 2.7369 0.1669
N 0.1102 -3.0274 2.4559 -0.2534
N -0.5019 -2.3379 3.3999 0.1697
C -0.8790 -1.2598 2.7413 -0.1373
N -0.4886 -1.3310 1.4581 -0.0956
N 0.1493 -2.4821 1.2966 0.1151
H 0.2499 -4.6868 3.4722 0.1171
H 0.8083 -4.7687 1.8895 0.1194
H -1.3866 -0.4253 3.1940 0.0944
```

Output
Largest force on an atom: 0.8 eV/A
Charge: +1
Multiplicity: 5
LUMO level (spin up / spin down): -4.779 / -6.273 eV
DFT total energy: -64694.6373 eV
Highest occupied orbital energy (spin up / spin down): -13.8 / -13.8 eV
Energy relative to the best compared isomer or geometry (same formula, charge and spin): 1.060 eV

***

Record 3
This record from the OMol25 dataset describes a structure of composition C3H11N6O3P. The level of theory is the ωB97M-V functional and the def2-TZVPD basis.

The geometry in XYZ format:
```
24
Properties=species:S:1:pos:R:3:lowdin_charge:R:1
C -0.9219 -1.9793 -0.0934 -0.5057
C -0.8341 1.8554 -0.0628 -0.4183
C 0.7473 0.1160 0.3412 -0.2139
N -1.1044 -3.2567 -0.3763 0.1907
N -1.9302 -1.2979 0.4631 0.1189
N -0.9622 3.2660 -0.6030 0.1106
N 0.3638 1.2786 -0.2273 0.0170
N -1.7931 1.2680 0.5837 0.0963
N 0.1259 -1.2283 -0.4793 0.1105
O 3.1299 1.1285 -0.6399 -0.3308
O 3.1615 -0.0062 1.6259 -0.1876
O 2.8447 -1.3780 -0.5683 -0.2822
P 2.7130 -0.1076 0.0556 0.2493
H 0.2908 0.0175 1.3337 0.1247
H -2.0596 -3.5159 -0.3202 0.1052
H -0.4429 -3.8886 -0.7073 0.1008
H -2.6020 -1.8544 0.7935 0.0262
H -1.9398 -0.0645 0.5425 0.0539
H -0.0939 3.4795 -1.1183 0.0860
H -1.7929 3.2171 -1.1759 0.0710
H 1.0731 1.8005 -0.7932 0.1437
H -2.7230 1.8250 0.6359 0.1367
H 3.6586 0.8789 1.6250 0.1011
H 1.0913 -1.5539 -0.8350 0.0958
```

Output
Largest force on an atom: 5.0 eV/A
Charge: 0
LUMO level: 0.411 eV
DFT total energy: -27663.4168 eV
Highest occupied orbital energy: -9.5 eV
Energy relative to the best compared isomer or geometry (same formula, charge and spin): 0.903 eV

***

Record 4
This record from the OMol25 dataset describes a cluster of 2 separate species, C3H11NO in total. The level of theory is the ωB97M-V functional and the def2-TZVPD basis.

The geometry in XYZ format:
```
16
Properties=species:S:1:pos:R:3:lowdin_charge:R:1
C 0.4816 0.4334 -1.4789 -0.1245
N -0.1406 -0.0338 -0.2291 -0.2958
C -0.3589 1.1273 0.5691 -0.1583
C -1.4637 -0.5838 -0.7056 -0.1048
H -0.0816 0.3933 -2.4473 0.0917
H 1.3334 -0.1905 -1.5741 0.0691
H 0.8791 1.4306 -1.7248 0.0880
H -1.3581 1.4080 1.0807 0.1191
H 0.2928 1.1449 1.3671 0.0448
H -0.3305 2.1119 0.1178 0.0764
H -2.0510 -1.0858 0.0804 0.0712
H -1.2336 -1.5315 -1.2735 0.0966
H -2.1699 0.2241 -1.1798 0.1226
O 1.4817 -0.9174 1.6970 -0.0804
H 1.0348 -1.4894 2.3014 0.0136
H 0.8617 -0.7008 0.9725 -0.0294
```

Output
Largest force on an atom: 4.5 eV/A
SMILES: CN(C)C.O
Charge: 0
LUMO level: 0.911 eV
DFT total energy: -6824.7624 eV
Highest occupied orbital energy: -9.8 eV
Energy relative to the best compared isomer or geometry (same formula, charge and spin): 2.483 eV